Entry 1:
74
Properties=species:S:1:pos:R:3:forces:R:3:lowdin_charge:R:1 method="wB97M-V/def2-TZVPD" total_charge=-1 total_energy_ha=-1704.2686 mol_weight_da=478.56 spin_multiplicity=2 s2=0.75
O -0.3165 0.9552 -1.0672 2.955 -1.824 1.045 -0.224
H -4.9765 6.2201 -0.6602 0.214 -0.286 -0.005 0.077
O 1.3369 -1.1042 3.4393 0.154 3.051 0.187 0.046
N -2.1784 -3.5300 -1.1465 -0.865 -9.139 -3.630 0.180
N 4.0175 -3.2133 -1.0780 0.428 0.383 3.483 0.151
O 5.9392 -3.6756 -2.2540 2.278 -0.495 0.921 0.020
H 3.0165 -3.1841 -0.9466 -0.008 -0.269 -1.038 0.047
O 4.2800 1.6870 0.7181 -0.029 0.303 0.578 0.015
H -2.0846 1.4040 -1.0798 -0.927 1.082 0.390 0.108
N 0.6854 -2.8310 4.7980 -0.398 -0.154 -0.563 0.139
H 3.0524 -3.1919 -3.1032 0.148 0.019 -0.423 0.085
H -4.3899 1.3013 0.5260 -0.139 -0.187 0.273 0.080
H 1.4500 -0.7201 -1.7838 -0.204 0.116 -0.200 0.109
H 4.4614 -3.4606 -4.1163 -0.306 -0.175 0.213 0.116
O -3.3417 -2.1363 0.0185 -2.722 0.976 2.284 0.025
C 1.1256 -2.2591 3.6176 0.622 -2.109 1.186 -0.707
H 1.3550 -4.1575 2.8459 0.422 0.319 -0.523 0.103
H -0.1897 -3.2582 -4.6613 -0.413 0.936 -0.643 -0.028
H 1.1956 1.8758 -1.9964 0.484 -0.260 -0.529 0.128
H -5.5128 1.7364 1.8904 0.256 -0.052 0.150 0.083
H -1.1832 2.4169 0.1743 0.122 -0.446 0.555 0.076
H 2.5982 -0.4720 0.9814 0.133 0.103 -0.228 0.057
H -3.7802 2.1748 2.7220 0.711 -0.305 0.543 0.062
N 0.1824 -2.9740 -3.7664 -1.530 2.599 0.820 0.104
C 4.7482 -3.5051 -2.1889 1.531 0.954 3.625 -0.812
C -4.1280 3.3048 1.2142 -0.336 -0.271 0.313 -0.446
C -5.0064 2.0736 0.9860 -1.188 1.406 -1.699 -0.059
N 2.7966 1.9527 2.3580 -4.328 -2.914 3.882 0.202
H -0.9632 2.7718 -1.4883 -0.462 0.423 -0.407 0.092
C 0.7250 -3.9136 -3.0225 0.978 2.600 0.695 -0.967
H -3.6036 3.6038 0.3066 0.020 -0.206 -0.226 0.133
C -2.3389 -2.4643 -0.5482 -0.166 5.001 1.297 -0.875
H -3.0229 -4.0831 -1.1781 0.424 -0.383 -0.329 0.121
O -5.7737 5.0813 0.9432 0.776 2.414 -0.052 -0.175
H 0.5143 -4.9013 -4.6839 0.171 -0.503 -0.726 -0.037
N 4.0311 -3.4203 -3.2034 -4.265 -0.012 -6.563 0.187
H 3.6064 4.2376 2.4840 0.259 -0.113 -0.339 0.090
N -1.3012 -1.7132 -0.7901 3.466 3.367 0.066 0.194
H 0.7213 -2.3405 5.6802 -0.232 -0.186 -0.458 0.101
H 3.3939 1.1719 -0.9478 0.618 0.120 -0.147 0.022
H 4.5086 4.0698 0.9801 -0.066 0.303 0.468 0.099
H 0.4701 -3.8137 4.7082 0.010 0.318 0.842 0.087
C -1.1790 1.9470 -0.8092 -1.379 1.105 -0.976 -0.154
H 2.2182 2.6127 2.8579 0.039 -0.475 -0.086 0.130
H 1.4270 1.9796 -0.3273 -0.412 -0.127 0.867 0.119
N 3.8240 3.7282 1.6395 0.663 0.466 -0.990 0.133
H 0.8453 -0.4566 0.8389 -0.062 -0.020 0.043 0.074
H -0.5819 -2.1371 -1.3584 0.316 0.474 0.422 0.057
H 3.8607 -0.3294 -0.9214 0.137 -0.249 -0.153 0.053
H -5.0990 4.3443 2.7946 -0.613 0.106 0.077 0.116
H -1.1230 -0.7839 -0.4370 -0.264 -0.341 -0.083 0.081
N 3.2381 0.2918 -1.4180 -0.317 0.337 -0.379 0.049
C -4.7362 4.5945 1.7977 -0.062 -1.371 -0.484 -0.207
H 0.1924 -2.0881 -3.2814 -0.683 0.433 -0.925 0.083
H 4.5105 -2.8355 -0.2816 0.261 -0.450 -0.223 0.094
H -2.5068 2.2538 1.6987 0.100 -0.303 0.318 0.044
H -4.8300 7.0803 0.8581 0.226 -0.539 0.612 0.075
N -3.1946 2.8046 2.1922 1.199 0.689 0.721 0.021
H -6.3380 6.9737 0.0711 -0.523 -0.581 0.288 0.072
H -3.8883 5.2514 1.9917 -0.142 0.487 -0.419 0.113
C 1.0697 1.2861 -1.0884 -0.359 -0.390 -0.905 -0.164
C 1.8623 -0.0220 -1.0553 0.198 0.138 0.223 -0.402
H -5.7967 2.3294 0.2803 -0.252 -0.239 -0.185 0.072
N 0.9424 -4.9195 -3.7693 1.496 -5.325 -0.718 0.108
H -1.4360 -3.7033 -1.8089 -0.307 -0.224 0.156 0.081
C 3.6570 2.3566 1.5410 3.755 2.629 -3.230 -0.739
H 2.0530 -2.7502 1.9647 -0.308 -0.730 -0.251 0.086
N 1.4806 -3.1685 2.6841 -0.230 -0.393 -0.368 0.166
C 1.7680 -0.7049 0.3145 -0.550 -0.123 -0.015 -0.070
H 1.7356 -1.7827 0.1555 0.026 -0.095 0.057 0.046
O 1.1504 -3.6445 -1.8942 0.294 -0.364 1.346 -0.056
C -5.4554 6.3787 0.3060 -0.262 -0.838 -0.191 -0.081
H 1.6751 -5.5801 -3.5528 -0.345 -0.226 0.034 0.095
H 2.5343 0.9776 2.3347 -0.234 0.038 0.327 0.096

=====

Entry 2:
66
Properties=species:S:1:pos:R:3:forces:R:3:lowdin_charge:R:1 method="wB97M-V/def2-TZVPD" total_energy_ha=-1347.9810 mol_weight_da=374.47 smiles="O=C1CCCO1.CO.CO.CO.CO.CO.CO.CO.CO.CO"
O 6.4704 10.3263 9.6819 -1.102 0.335 0.828 -0.155
H 9.0567 13.3716 11.4432 0.164 -0.390 0.298 0.078
H 7.2041 12.5828 7.3165 -0.228 0.148 -0.320 0.016
H 8.7817 11.9097 13.2926 0.867 0.434 -0.162 0.082
H 12.8420 12.2925 9.0896 0.158 0.459 -0.887 0.087
H 13.5310 12.6678 7.3861 -0.909 -0.264 0.672 0.094
H 13.6503 9.6590 9.3290 0.863 0.612 -0.299 0.053
C 9.0661 9.4164 11.5482 1.598 -0.734 1.166 -0.178
H 11.2303 11.6204 7.7750 -0.282 -1.819 0.218 0.011
O 11.3568 12.5260 7.5892 1.915 1.780 0.126 -0.139
C 5.4957 9.5615 10.4898 0.428 0.358 -1.796 -0.073
H 4.8795 12.5799 5.8056 -1.118 0.110 -0.567 0.064
O 6.6255 12.6633 6.5325 0.923 -0.483 0.168 -0.139
H 4.6285 12.7928 11.0290 -0.963 -0.530 1.057 0.064
C 9.2719 5.6904 7.1257 0.186 0.209 -0.872 -0.139
H 5.1670 8.7562 9.8168 0.119 0.005 0.659 0.088
H 10.0949 7.3017 8.4112 -0.082 -0.194 -0.124 0.114
O 12.4680 8.7037 7.9146 -0.226 0.291 -0.707 -0.112
H 8.1690 9.8411 11.9421 -0.576 -0.121 1.278 0.063
H 5.9811 9.2004 11.3813 0.056 -0.286 0.202 0.067
H 9.1408 8.3058 11.7240 -0.575 0.840 -0.765 0.097
H 9.7755 5.7246 9.2125 0.240 0.336 0.005 0.135
C 9.8858 12.8528 11.9633 0.028 -0.226 -0.507 -0.169
H 9.5486 9.8410 8.4324 -0.046 -0.101 -0.824 0.066
H 8.1046 9.9330 10.0245 1.314 0.276 -0.347 0.056
H 9.5510 15.0376 7.5918 -0.152 -0.444 0.586 0.095
H 10.7023 13.5491 12.0484 0.367 0.309 -0.075 0.076
H 6.1652 11.2579 9.6715 0.365 -0.508 0.025 0.068
H 13.0493 8.0778 9.7623 -0.250 0.709 -0.198 0.090
C 9.1310 10.3173 6.4727 -0.525 -0.835 1.410 -0.088
C 7.9701 6.2907 6.5681 -0.267 -0.601 1.026 -0.107
H 9.4076 12.8528 7.6383 0.563 -0.195 0.032 0.028
H 8.1340 7.1526 5.9680 0.260 0.475 -0.884 0.105
C 8.0608 6.8127 8.7742 -1.252 0.798 2.270 -0.477
H 9.6719 11.2052 6.2162 0.047 0.490 -0.535 0.071
H 9.9588 9.7961 12.0693 -0.379 0.230 0.085 0.078
C 5.3018 12.3385 6.7534 -1.188 1.331 1.051 -0.197
H 8.0942 10.4868 6.7354 -0.127 0.579 0.265 0.082
H 4.8224 12.9902 7.5630 0.481 -0.685 -0.948 0.090
H 7.3388 5.5479 6.0964 -0.088 0.091 -0.299 0.123
C 5.8516 14.2526 10.8459 2.837 0.248 -0.769 -0.154
O 9.8109 9.6047 7.5050 0.469 0.195 1.459 -0.158
H 11.6508 9.1893 7.7669 -0.465 -0.191 -0.810 0.019
O 7.6471 7.0967 9.8880 0.466 -0.182 -1.314 0.082
H 8.4154 14.9097 9.0517 0.433 0.376 0.045 0.056
C 8.6387 14.6031 8.0350 -0.836 -0.847 -0.741 -0.087
H 12.6992 13.9029 8.3170 -0.062 0.600 0.266 0.059
O 9.0891 9.9022 10.2476 -1.270 -0.341 -1.623 -0.174
O 7.2279 6.7954 7.7195 0.736 -0.544 -0.208 0.034
C 12.7080 12.8501 8.1293 -0.852 -0.954 -0.432 -0.070
C 9.4568 6.4126 8.4259 0.062 -0.250 0.680 -0.080
H 4.6303 10.1743 10.7342 0.039 0.132 0.074 0.072
O 5.1568 13.1656 10.3536 -0.270 -0.448 -1.282 -0.091
H 7.8132 14.8933 7.3865 -0.096 0.432 0.059 0.079
H 6.4208 14.0196 11.7283 0.158 -0.325 0.763 0.071
H 10.0851 5.8191 6.4246 0.221 0.225 -0.171 0.116
H 10.2158 11.9763 11.4174 0.001 0.148 -0.817 0.054
O 9.6222 12.4129 13.2640 -1.411 -0.232 1.203 -0.128
H 5.0257 11.3133 6.9885 0.521 -0.469 0.100 0.067
H 11.9617 9.5421 9.7861 0.731 -0.713 -0.665 0.094
H 5.3367 15.1619 11.0500 -1.015 0.602 -0.171 0.074
H 9.2329 4.6253 7.3096 -0.484 -0.286 -0.051 0.113
H 6.6536 14.4358 10.0922 -0.746 0.263 0.423 0.075
C 12.8008 9.0228 9.2136 -0.770 -0.802 2.592 -0.204
H 9.0622 9.5809 5.7213 0.264 -0.319 -1.596 0.068
O 8.5819 13.1530 8.0154 0.728 0.895 0.673 -0.158

=====

Entry 3:
85
Properties=species:S:1:pos:R:3:forces:R:3:lowdin_charge:R:1 method="wB97M-V/def2-TZVPD" total_charge=-1 total_energy_ha=-4180.9429 mol_weight_da=729.04
H -0.5002 -3.8338 -5.9940 0.232 -0.140 0.112 0.080
H 7.0073 6.9874 1.0834 -0.074 -0.082 0.077 0.085
H -4.4354 -2.6807 -2.9993 0.153 -0.285 -0.106 0.079
O -0.0561 -2.1447 1.7434 -1.698 0.154 -2.852 -0.253
C -1.1751 -1.2790 1.7187 -0.596 0.542 0.376 -0.146
H -7.6919 -0.7190 -1.1515 -0.282 0.040 -0.066 0.078
O 1.6048 -0.7985 0.6482 -1.041 -0.138 -2.015 -0.287
H 3.9205 0.3948 7.5944 0.845 2.253 0.632 0.072
H -2.5922 -3.7836 -9.6667 0.043 0.088 -0.266 0.081
C 2.3876 -0.7633 1.8285 -0.021 0.400 1.184 -0.117
C -4.5536 1.6760 -3.2917 -0.487 0.623 -0.151 -0.115
H 2.6664 -1.7568 2.1845 -0.205 -0.054 -0.177 0.089
P 0.8864 1.1358 6.7924 -0.371 -0.867 0.353 0.395
C -4.3229 -6.1498 -6.4283 0.170 -0.600 0.606 -0.113
H 5.2122 1.8577 7.2895 -1.853 -1.034 1.335 0.107
P -3.2685 -3.7787 -6.9181 -9.290 -2.595 4.595 0.753
H 2.7487 4.4495 3.6872 -0.320 -0.030 0.076 0.080
O 1.6227 -3.3982 0.7606 -1.626 0.187 -0.930 -0.285
H 0.8456 3.6283 6.2944 -0.200 -0.084 -0.305 0.025
H 1.8928 3.0139 3.0768 0.152 0.020 0.077 0.075
H -2.8687 -3.1865 -2.3158 -0.077 0.068 -0.026 0.080
O -0.8039 0.7652 6.3904 2.806 -1.882 0.360 -0.344
C -3.2176 -2.9254 -9.4052 0.173 0.145 -0.740 -0.166
O -4.4162 -3.2294 -6.0662 1.668 0.485 -0.569 -0.280
H 5.6271 7.0151 2.2091 0.053 0.250 -0.135 0.079
P -4.8323 -0.2850 -1.5451 6.265 8.640 0.253 0.754
C 0.9499 -1.7820 -2.3399 0.044 0.275 -0.509 -0.171
O 3.5203 4.1575 6.7344 0.666 -2.509 -0.049 -0.006
O 1.3573 0.0727 8.1353 -2.202 2.375 -0.573 -0.327
C 6.1880 3.1012 0.0802 0.501 0.271 -0.426 -0.120
H -4.2930 -3.0618 -1.2567 0.060 -0.272 -0.021 0.079
H -2.5874 -2.0865 -9.0994 0.077 0.081 -0.268 0.080
H 5.4423 6.3126 0.5745 -0.006 0.119 -0.059 0.078
H -1.5839 -1.2056 2.7294 0.121 -0.039 -0.119 0.092
S 2.0519 0.6579 5.2731 -0.319 -0.521 0.071 0.235
H 5.0987 0.9691 8.9505 -1.408 0.905 -1.806 0.094
O -3.4502 -1.2807 -1.8472 -2.964 -1.438 0.304 -0.257
H -5.5102 2.1228 -3.5747 0.084 0.114 0.037 0.085
H -3.8086 -2.6305 -10.2735 0.029 -0.050 0.101 0.088
P 5.2160 4.1270 2.3111 6.069 -8.640 -1.116 0.751
C -3.7852 -2.6275 -2.1216 0.031 -0.783 -0.364 -0.160
O 6.5294 5.1865 1.9301 -2.651 1.505 0.975 -0.267
O -4.7357 0.2859 -3.0877 -0.137 -1.625 0.023 -0.284
H 5.8228 2.2996 -0.5656 -0.194 0.125 0.108 0.089
O -6.2144 0.7108 -1.2430 -0.520 -3.215 0.041 -0.260
H -7.3345 -0.0921 -2.7883 -0.119 -0.014 -0.029 0.081
C -1.1062 -4.6973 -5.7115 0.701 -0.401 0.233 -0.155
C 2.6714 3.7452 2.8551 -1.084 0.101 0.143 -0.160
H -0.7374 -0.1935 6.0460 -0.213 2.101 0.625 0.054
H 0.9544 0.5423 8.9372 0.927 -0.906 -1.439 0.075
H 0.6331 -0.7489 -2.1718 -0.061 0.044 -0.284 0.084
O -4.0950 -3.2684 -8.3497 3.391 0.299 0.099 -0.244
H -0.7109 -5.1279 -4.7883 -0.082 0.099 -0.097 0.093
O 1.7025 -2.2443 -1.2347 -3.241 0.728 -0.418 -0.255
C -7.4276 0.1690 -1.7296 -0.701 0.095 -0.231 -0.162
H 0.5265 3.2631 8.1874 -0.497 0.158 0.780 0.009
H 6.9111 2.6787 0.7802 -0.160 0.138 0.172 0.085
O -2.4421 -4.2889 -5.4865 1.745 1.512 -2.298 -0.267
O -3.5733 -5.3465 -7.3228 0.829 0.793 -1.242 -0.287
O 3.4677 2.3216 8.5920 0.607 0.221 -2.802 -0.117
H -3.8490 1.8161 -4.1145 -0.069 -0.257 0.032 0.090
H -5.0076 -6.7703 -7.0107 0.170 0.141 -0.148 0.091
H -8.2153 0.9182 -1.6191 0.132 -0.075 0.040 0.089
O -3.9907 0.5913 -0.6132 -1.218 -1.435 0.089 -0.274
H -1.9382 -1.6834 1.0504 -0.203 0.182 0.119 0.067
H -1.0634 -5.4542 -6.5008 0.106 -0.046 0.029 0.080
H -4.1624 2.1882 -2.4108 -0.064 -0.235 0.106 0.087
H 1.8295 -0.2423 2.6107 0.197 -0.133 0.054 0.021
B 2.8228 3.1375 7.5444 0.692 -0.127 0.208 -0.554
O 5.0776 3.6991 0.7260 -1.263 0.600 0.331 -0.288
P 0.8232 -2.1945 0.2543 8.718 -2.226 5.880 0.744
H -3.6406 -6.8057 -5.8815 -0.132 0.005 0.072 0.087
B 1.1752 2.9753 7.2436 -0.439 -0.109 0.185 -0.529
C 6.1225 6.4428 1.4219 0.166 0.536 -0.324 -0.167
H 1.5723 -1.8284 -3.2347 -0.007 0.012 0.067 0.082
H -4.9077 -5.5635 -5.7173 0.161 0.193 -0.113 0.085
H 0.0742 -2.4207 -2.4793 -0.130 0.068 -0.278 0.065
H -0.8806 -0.2797 1.3834 -0.138 0.022 0.059 0.087
H 2.4145 4.2815 1.9373 -0.222 0.014 -0.020 0.077
O 3.9026 3.0674 2.6921 -0.279 3.446 0.040 -0.246
H 3.9056 3.6881 5.9333 -0.610 0.805 1.407 0.092
H 6.6831 3.8502 -0.5432 0.117 -0.088 -0.003 0.081
C 4.4336 1.3591 8.0391 1.581 -0.730 0.885 -0.139
H 3.3010 -0.2012 1.6218 -0.173 0.037 -0.205 0.093
O 6.1824 3.1766 3.0234 -0.836 1.648 0.232 -0.279